15
Properties=species:S:1:pos:R:3:forces:R:3 method="wB97M-V/def2-TZVPD" spin_multiplicity=1 lumo_ev=-0.704 homo_ev=-8.9 de_lowest_kj_mol=198.1 energy_ha=-3279.1577
C -0.54172 0.65508 1.30245 0.9 1.0 1.8
C 2.19596 -0.21172 -0.61516 0.1 1.4 -0.5
C 0.84089 0.46645 -0.61818 -1.5 0.0 -0.8
C -3.15699 -0.56660 0.50866 -0.2 -2.2 1.1
O -0.38806 1.85562 1.43332 -0.3 -1.5 -0.8
O 0.05572 -0.15027 0.39688 -0.9 0.2 1.3
S -2.22137 -1.98743 0.51645 0.4 1.4 -1.0
Br -2.97759 0.62250 -0.82824 0.4 0.8 -1.0
H 2.53466 -0.12017 -1.68197 -0.1 -1.2 0.9
H 2.95379 0.43046 -0.08946 -0.8 -1.0 0.1
H 1.95563 -1.18878 -0.10875 1.2 0.6 -1.1
H 0.20725 0.34222 -1.54507 1.1 -0.2 0.6
H 0.76216 1.49820 -0.37462 0.8 1.1 -0.2
H -1.07279 0.06409 2.09673 0.2 0.2 -1.0
H -1.14756 -1.70965 -0.39305 -1.4 -0.6 0.7

---

56
Properties=species:S:1:pos:R:3:forces:R:3 method="wB97M-V/def2-TZVPD" spin_multiplicity=1 lumo_ev=-1.020 homo_ev=-8.8 de_lowest_kj_mol=1821.3 energy_ha=-1865.6037
C 3.44565 -5.33448 5.11649 -0.8 1.0 0.4
O 3.46545 -3.91270 4.84232 -0.1 -0.5 0.4
C 2.53780 -3.41958 3.83518 4.2 -5.2 -0.5
C 1.17788 -3.56100 4.19565 -2.9 -3.2 2.6
N 0.52494 -2.92031 3.11738 4.6 10.5 8.8
C -0.17358 -3.46777 2.34731 -7.5 -1.6 -9.5
O -0.16495 -4.62763 2.29868 -1.4 -7.8 -1.7
C -1.03305 -2.64257 1.28791 3.3 3.0 3.3
C -1.77633 -3.25022 0.36651 -1.0 17.9 1.4
N -2.43268 -2.43939 -0.56037 0.9 -2.5 3.0
C -2.67538 -1.14950 -0.41817 4.1 1.4 0.9
C -3.36245 -0.55907 -1.44464 2.5 7.1 1.4
C -3.15507 0.93072 -1.58832 -2.4 -1.2 4.5
C -2.64782 1.69735 -0.45414 1.0 -2.9 -2.9
C -1.80826 0.91418 0.34554 -0.4 6.4 2.8
C -1.68687 -0.36469 0.56633 -4.0 -3.8 -5.0
C -0.76815 -1.02000 1.40824 -2.2 -3.4 1.4
O -0.16000 -0.44046 2.30358 0.4 -0.6 -0.8
H -1.39825 1.57674 1.11204 0.9 -0.3 0.1
S -2.61728 3.51441 -0.39539 -2.3 -1.3 0.9
O -3.79594 3.76838 -1.22969 0.9 0.6 1.9
O -2.38930 3.92957 1.03048 -0.4 -0.9 -4.3
N -1.42864 3.99600 -1.37450 4.8 0.3 3.3
C -1.43355 3.88041 -2.69664 -0.2 -1.1 -8.2
C -0.98275 2.35019 -3.50418 10.7 14.4 -2.5
H -1.35976 1.70341 -3.04855 -6.2 -10.6 5.7
H -0.60678 2.52035 -4.51731 -1.7 -0.6 -0.3
C 0.49511 2.42751 -2.88067 2.6 -2.9 2.3
C 0.77874 2.59610 -1.22226 -3.3 1.1 -3.7
C 0.04494 3.94845 -0.89667 -3.4 -5.2 3.0
H -0.19596 3.90536 0.15131 1.3 1.3 0.8
H 0.59252 4.62700 -1.37030 1.8 3.8 -1.2
H 0.18060 1.73950 -0.90229 0.7 0.1 0.7
H 1.86935 2.58404 -1.04469 -0.8 0.0 0.0
O 1.51398 3.40730 -3.51141 -18.7 6.5 1.1
C 2.55329 2.95700 -3.59546 19.3 -2.8 -1.2
H 3.08690 3.13199 -4.77651 -0.9 0.0 3.4
C 2.61560 1.55871 -3.31010 -2.9 -6.0 -5.4
H 3.14989 0.98940 -2.64605 1.5 -0.2 2.3
O 1.13455 1.15653 -3.10602 1.7 1.9 -1.1
H 2.93635 1.02502 -4.37903 -0.9 0.8 2.6
H 3.40820 3.36832 -2.59158 -1.3 -0.1 -2.6
H -2.41805 3.80688 -3.05962 -1.3 1.2 -0.5
H -0.76458 4.66029 -3.33695 -1.7 -1.5 2.0
H -3.95519 1.40081 -2.10942 0.1 0.6 -1.4
H -3.83652 -0.84254 -2.30253 -1.3 -2.2 -1.6
H -2.91384 -2.86671 -1.25877 -1.5 -1.7 -2.3
H -1.66598 -4.08853 0.26944 1.1 -16.5 -2.2
H 0.31456 -1.89551 3.21473 0.9 -0.9 0.0
H 0.79644 -4.69945 4.36278 1.1 2.6 -1.1
H 0.93716 -3.18916 5.21705 0.1 0.7 -0.8
H 2.90510 -2.48491 3.77846 0.5 3.6 -0.7
H 2.73226 -3.96190 2.80364 -0.3 0.9 1.8
H 4.32632 -5.56884 5.78180 -1.1 0.4 -0.5
H 3.66336 -5.75901 4.12075 -0.7 -0.8 0.6
H 2.42005 -5.60599 5.65863 2.3 0.0 -1.4

---

81
Properties=species:S:1:pos:R:3:forces:R:3 method="wB97M-V/def2-TZVPD" charge=-1 spin_multiplicity=1 lumo_ev=2.693 homo_ev=-2.7 de_lowest_kj_mol=250.0 energy_ha=-2519.7496
Pd -0.77334 0.19046 0.61937 -0.3 -0.3 0.5
C -1.68688 -2.95863 -0.15723 0.0 -0.1 0.0
P -1.95629 -1.99099 1.41350 0.0 0.0 0.0
C -2.73874 -3.34899 2.43929 0.0 0.1 -0.1
C -2.44869 -4.70510 2.28545 0.0 0.0 0.0
C -2.97395 -5.66047 3.14925 0.0 0.0 0.0
C -3.80583 -5.28201 4.19088 0.0 0.0 0.0
C -4.09943 -3.93419 4.36373 0.0 0.0 0.0
C -3.56486 -2.98682 3.50679 0.0 0.0 0.0
C -3.49627 -1.04378 1.06084 0.0 0.0 -0.1
C -4.38408 -1.37882 0.04045 0.0 0.0 0.0
C -5.49880 -0.59322 -0.21357 0.0 0.0 0.0
C -5.75226 0.53366 0.55833 0.0 0.0 0.0
C -4.87462 0.87672 1.57628 0.0 0.0 0.0
C -3.74942 0.10029 1.81601 0.0 0.0 0.0
C -1.53848 -2.06699 -1.35198 0.0 0.0 0.1
C -1.90214 -2.26472 -2.67706 0.0 0.0 0.0
C -1.66522 -1.02785 -3.33871 0.0 0.0 0.0
C -1.17003 -0.16569 -2.37298 0.0 0.0 0.0
C -0.83753 1.29532 -2.41006 0.0 0.0 -0.1
P -1.81548 2.15593 -1.06271 0.1 0.1 0.1
C -2.58972 3.54274 -2.04466 -0.1 0.0 0.0
C -1.89852 4.39830 -2.90396 0.0 0.0 0.0
C -2.55370 5.40472 -3.59431 0.0 0.0 0.0
C -3.92491 5.58008 -3.43396 0.0 0.0 0.0
C -4.62752 4.74023 -2.58564 0.0 0.0 0.0
C -3.96143 3.72760 -1.90083 0.0 0.0 0.0
C -0.64586 3.18907 -0.08377 0.0 0.0 -0.1
C -1.04072 4.31907 0.51766 0.0 0.0 0.0
C -0.19238 4.96431 1.51540 0.0 0.0 0.0
C 0.86431 4.34476 2.04240 0.0 0.0 0.0
C 1.23513 2.93514 1.62247 0.0 0.1 0.1
C 0.74052 2.63788 0.19459 -0.2 -0.1 0.1
N -1.08903 -0.80271 -1.18028 0.1 0.0 -0.1
H -2.50937 -3.66153 -0.31635 0.0 0.0 0.0
H -0.78791 -3.56022 0.02517 0.0 0.0 0.0
H -1.80398 -5.03478 1.48101 0.0 0.0 0.0
H -2.73200 -6.70641 2.99935 0.0 0.0 0.0
H -4.22156 -6.02432 4.86124 0.0 0.0 0.0
H -4.74887 -3.61936 5.17237 0.0 0.0 0.0
H -3.80379 -1.93988 3.65966 0.0 0.0 0.0
H -4.18746 -2.23551 -0.59058 0.0 0.0 0.0
H -6.16433 -0.85740 -1.02669 0.0 0.0 0.0
H -6.62138 1.14853 0.35529 0.0 0.0 0.0
H -5.04770 1.76802 2.16791 0.0 0.0 0.0
H -3.03412 0.40843 2.57072 0.0 0.0 0.0
H -2.30759 -3.17151 -3.10419 0.0 0.0 0.0
H -1.84591 -0.79645 -4.37896 0.0 0.0 0.0
H -1.10512 1.73113 -3.37542 0.0 0.0 0.0
H 0.23443 1.44711 -2.26710 0.0 0.0 0.0
H -0.82750 4.27669 -3.02914 0.0 0.0 0.0
H -1.99768 6.05782 -4.25688 0.0 0.0 0.0
H -4.43909 6.36697 -3.97263 0.0 0.0 0.0
H -5.69620 4.86568 -2.45783 0.0 0.0 0.0
H -4.51127 3.06091 -1.24471 0.0 0.0 0.0
H -2.00862 4.75703 0.30100 0.0 0.0 0.0
H -0.44187 5.96780 1.84374 0.0 0.0 0.0
H 1.49595 4.82814 2.78081 0.0 0.0 0.0
H 3.03572 2.98700 2.61323 0.0 0.0 0.0
H 0.66244 1.52905 0.14879 0.3 0.1 -0.3
C 1.20692 1.69175 3.93142 0.0 0.1 0.0
C 0.51019 2.01085 2.62867 -0.1 0.0 0.0
O -0.63410 1.62523 2.45098 0.1 -0.1 -0.2
N 2.69252 2.82259 1.67521 0.0 -0.1 0.0
C 1.67833 3.14316 -0.90783 0.1 0.1 0.0
C 2.68567 2.14667 -1.43134 -0.1 0.0 0.0
C 3.27448 2.36416 -2.68050 0.0 0.0 0.0
C 4.15448 1.43123 -3.18697 0.0 0.0 0.0
C 4.42703 0.29253 -2.43892 0.0 0.0 0.0
C 3.80606 0.16274 -1.21209 0.0 0.0 0.1
N 2.96194 1.06448 -0.70979 0.1 0.0 0.0
H 0.52819 1.10817 4.54798 0.0 0.0 0.0
H 1.47371 2.61474 4.45501 0.0 0.0 0.0
H 2.12794 1.13304 3.76473 0.0 0.0 0.0
H 2.98026 1.89689 1.37137 0.0 0.0 0.0
H 2.20982 4.03725 -0.56765 0.0 0.0 0.1
H 1.06686 3.46170 -1.75576 0.0 0.0 0.0
H 3.01568 3.25219 -3.24381 0.0 0.0 0.0
H 4.61200 1.57683 -4.15788 0.0 0.0 0.0
H 5.09325 -0.47855 -2.80080 0.0 0.0 0.0
H 3.98348 -0.71327 -0.59722 0.0 0.0 0.0

---

20
Properties=species:S:1:pos:R:3:forces:R:3 method="wB97M-V/def2-TZVPD" spin_multiplicity=1 lumo_ev="0.883 / 0.858" homo_ev="-7.0 / -6.7" de_lowest_kj_mol=355.1 energy_ha=-291.0235
C 2.83961 -0.47374 -0.08360 0.0 0.0 0.0
C 1.34422 -0.80438 -0.16806 -0.1 -0.1 0.0
C 0.57324 0.46520 -0.50050 0.1 0.1 0.2
N -0.89329 0.42818 -0.62394 0.4 -0.1 -0.1
C -1.43520 1.32231 -1.49470 0.3 0.4 -1.0
C -1.78879 0.14507 0.32069 -1.0 1.2 0.8
C -2.00230 -0.81665 1.42295 0.2 -0.1 0.3
H 3.03314 0.30760 0.66190 -0.1 -0.1 -0.1
H 3.22416 -0.11003 -1.04450 -0.1 -0.1 0.1
H 3.42814 -1.35186 0.19866 -0.1 0.1 0.0
H 1.17230 -1.57427 -0.92852 0.0 0.1 0.1
H 1.00154 -1.21057 0.79019 0.0 0.0 -0.1
H 0.93417 0.88207 -1.44771 -0.1 -0.1 0.2
H 0.75189 1.20365 0.28933 0.3 0.0 0.0
H -2.50051 1.23484 -1.65863 0.1 0.0 0.0
H -0.99590 2.31513 -1.42923 0.2 0.0 -0.6
H -2.40008 1.03806 0.43707 -0.4 -0.6 0.3
H -2.85671 -0.35350 1.92764 0.2 -0.5 0.3
H -2.27401 -1.85387 1.21484 0.2 0.0 -0.3
H -1.15562 -0.79323 2.11611 0.0 -0.3 0.1

---

Copy entry 4 word for word.
20
Properties=species:S:1:pos:R:3:forces:R:3 method="wB97M-V/def2-TZVPD" spin_multiplicity=1 lumo_ev="0.883 / 0.858" homo_ev="-7.0 / -6.7" de_lowest_kj_mol=355.1 energy_ha=-291.0235
C 2.83961 -0.47374 -0.08360 0.0 0.0 0.0
C 1.34422 -0.80438 -0.16806 -0.1 -0.1 0.0
C 0.57324 0.46520 -0.50050 0.1 0.1 0.2
N -0.89329 0.42818 -0.62394 0.4 -0.1 -0.1
C -1.43520 1.32231 -1.49470 0.3 0.4 -1.0
C -1.78879 0.14507 0.32069 -1.0 1.2 0.8
C -2.00230 -0.81665 1.42295 0.2 -0.1 0.3
H 3.03314 0.30760 0.66190 -0.1 -0.1 -0.1
H 3.22416 -0.11003 -1.04450 -0.1 -0.1 0.1
H 3.42814 -1.35186 0.19866 -0.1 0.1 0.0
H 1.17230 -1.57427 -0.92852 0.0 0.1 0.1
H 1.00154 -1.21057 0.79019 0.0 0.0 -0.1
H 0.93417 0.88207 -1.44771 -0.1 -0.1 0.2
H 0.75189 1.20365 0.28933 0.3 0.0 0.0
H -2.50051 1.23484 -1.65863 0.1 0.0 0.0
H -0.99590 2.31513 -1.42923 0.2 0.0 -0.6
H -2.40008 1.03806 0.43707 -0.4 -0.6 0.3
H -2.85671 -0.35350 1.92764 0.2 -0.5 0.3
H -2.27401 -1.85387 1.21484 0.2 0.0 -0.3
H -1.15562 -0.79323 2.11611 0.0 -0.3 0.1